{
  "formula": "C30H60AsF6O30Pb",
  "method": "ωB97M-V/def2-TZVPD",
  "species": ["Pb", "As", "F", "F", "F", "F", "F", "F", "C", "O", "C", "O", "O", "C", "H", "H", "H", "H", "H", "H", "C", "O", "C", "O", "O", "C", "H", "H", "H", "H", "H", "H", "C", "O", "C", "O", "O", "C", "H", "H", "H", "H", "H", "H", "C", "O", "C", "O", "O", "C", "H", "H", "H", "H", "H", "H", "C", "O", "C", "O", "O", "C", "H", "H", "H", "H", "H", "H", "C", "O", "C", "O", "O", "C", "H", "H", "H", "H", "H", "H", "C", "O", "C", "O", "O", "C", "H", "H", "H", "H", "H", "H", "C", "O", "C", "O", "O", "C", "H", "H", "H", "H", "H", "H", "C", "O", "C", "O", "O", "C", "H", "H", "H", "H", "H", "H", "C", "O", "C", "O", "O", "C", "H", "H", "H", "H", "H", "H"],
  "positions_angstrom": [[-0.519, -4.240, -2.125], [0.068, -0.498, -0.670], [1.776, -0.441, -0.515], [0.045, -1.803, 0.549], [-1.624, -0.917, -0.932], [-0.055, 0.782, -1.802], [0.447, -1.722, -2.005], [-0.364, 0.712, 0.543], [6.986, 4.120, -1.696], [5.660, 3.654, -1.746], [5.398, 2.546, -2.445], [6.196, 1.829, -2.945], [4.074, 2.339, -2.328], [3.591, 1.177, -3.002], [7.575, 3.650, -0.875], [6.854, 5.179, -1.490], [7.511, 4.054, -2.623], [4.214, 0.317, -2.722], [3.672, 1.342, -4.077], [2.539, 1.029, -2.794], [-4.045, -0.478, 4.710], [-2.840, -0.091, 4.015], [-2.747, 1.198, 3.829], [-3.546, 2.059, 4.167], [-1.545, 1.394, 3.220], [-1.257, 2.743, 2.877], [-4.263, 0.241, 5.489], [-3.777, -1.417, 5.145], [-4.850, -0.645, 3.981], [-0.283, 3.042, 3.298], [-1.995, 3.402, 3.335], [-1.321, 2.916, 1.810], [3.298, 1.906, 1.045], [4.683, 1.518, 1.191], [5.512, 2.584, 1.403], [5.383, 3.768, 1.494], [6.742, 2.016, 1.554], [7.865, 2.813, 1.822], [3.112, 2.570, 1.916], [2.661, 1.019, 1.013], [3.208, 2.460, 0.149], [8.291, 2.475, 2.761], [7.617, 3.893, 1.746], [8.679, 2.572, 1.124], [1.459, -1.740, -5.191], [2.616, -2.074, -4.357], [2.508, -3.169, -3.555], [1.490, -3.854, -3.562], [3.536, -3.391, -2.767], [3.534, -4.536, -1.881], [1.725, -0.815, -5.679], [0.591, -1.540, -4.589], [1.291, -2.592, -5.865], [2.777, -4.327, -1.142], [4.510, -4.497, -1.446], [3.322, -5.391, -2.467], [0.144, -5.093, 3.052], [-0.028, -4.873, 1.623], [1.018, -4.351, 0.974], [0.994, -4.240, -0.266], [2.019, -3.868, 1.691], [3.079, -3.063, 1.158], [0.980, -5.753, 3.217], [-0.776, -5.529, 3.427], [0.355, -4.141, 3.485], [2.732, -2.609, 0.229], [3.902, -3.677, 0.841], [3.362, -2.385, 1.946], [-1.599, 6.690, -4.349], [-2.200, 6.002, -3.282], [-1.413, 5.213, -2.624], [-0.210, 4.948, -2.763], [-2.159, 4.623, -1.696], [-1.533, 3.747, -0.825], [-1.688, 6.037, -5.237], [-0.575, 6.943, -4.078], [-2.213, 7.566, -4.571], [-0.953, 2.990, -1.360], [-2.261, 3.263, -0.189], [-0.887, 4.262, -0.100], [5.268, 1.348, 4.319], [4.458, 0.292, 3.886], [3.184, 0.275, 4.018], [2.518, 1.259, 4.305], [2.679, -0.949, 3.725], [1.282, -1.019, 3.869], [4.918, 1.708, 5.280], [5.048, 2.135, 3.610], [6.316, 1.030, 4.413], [1.001, -1.159, 4.937], [1.039, -1.950, 3.350], [0.846, -0.157, 3.398], [-2.044, 0.462, -4.614], [-1.715, -0.861, -4.192], [-2.463, -1.584, -3.377], [-2.127, -2.723, -3.040], [-3.618, -1.020, -3.024], [-4.538, -1.701, -2.134], [-2.300, 1.112, -3.772], [-2.760, 0.354, -5.410], [-1.119, 0.912, -5.009], [-5.543, -1.442, -2.431], [-4.322, -1.415, -1.098], [-4.420, -2.771, -2.145], [-3.402, -2.747, 1.680], [-4.127, -3.597, 0.778], [-3.508, -4.254, -0.176], [-2.281, -4.149, -0.371], [-4.179, -5.206, -0.912], [-5.598, -5.415, -0.576], [-2.957, -3.372, 2.464], [-4.099, -2.053, 2.144], [-2.521, -2.399, 1.183], [-5.619, -5.691, 0.459], [-5.940, -6.221, -1.204], [-6.207, -4.546, -0.794], [-4.300, 1.160, 0.549], [-5.588, 1.640, 0.318], [-6.675, 1.088, 0.912], [-6.626, 0.113, 1.631], [-7.635, 1.922, 0.552], [-8.844, 1.696, 1.255], [-3.705, 1.269, -0.351], [-4.386, 0.096, 0.825], [-3.929, 1.786, 1.359], [-8.930, 0.636, 1.547], [-9.630, 1.979, 0.543], [-8.977, 2.290, 2.121]],
  "lumo_energy_ev": -3.26,
  "total_charge": 1,
  "gap_ev": 8.7,
  "e_tot_ev": -175896.602
}

---

{
  "formula": "C30H60BrN9O7P",
  "method": "ωB97M-V/def2-TZVPD",
  "species": ["C", "C", "O", "C", "O", "C", "C", "C", "N", "C", "Br", "C", "C", "C", "C", "C", "N", "N", "N", "C", "P", "C", "C", "H", "H", "H", "H", "H", "H", "H", "H", "H", "H", "H", "H", "H", "H", "H", "H", "H", "H", "H", "H", "H", "H", "H", "H", "H", "C", "C", "O", "N", "C", "H", "H", "H", "H", "H", "H", "H", "C", "C", "O", "N", "C", "H", "H", "H", "H", "H", "H", "H", "C", "C", "O", "N", "C", "H", "H", "H", "H", "H", "H", "H", "C", "C", "O", "N", "C", "H", "H", "H", "H", "H", "H", "H", "C", "C", "O", "N", "C", "H", "H", "H", "H", "H", "H", "H"],
  "positions_angstrom": [[-3.369, -5.453, 0.647], [-2.965, -6.373, -0.228], [-2.850, -6.169, -1.613], [-1.566, -5.911, -2.006], [-1.126, -6.314, -3.050], [-0.647, -5.090, -1.107], [0.248, -5.781, -0.269], [1.067, -5.088, 0.554], [1.076, -3.751, 0.619], [1.939, -2.996, 1.543], [2.549, -4.030, 3.088], [3.224, -2.406, 0.830], [3.600, -3.130, -0.478], [0.266, -3.037, -0.195], [0.297, -1.517, -0.170], [-0.952, -0.844, 0.567], [-1.860, -1.765, 1.227], [-0.353, -0.001, 1.629], [-1.763, 0.035, -0.288], [-0.624, -3.682, -1.084], [-1.742, -2.709, -2.225], [-3.519, -3.190, -2.041], [-1.121, -3.056, -3.932], [-2.932, -5.453, 1.649], [-4.141, -4.713, 0.433], [-2.738, -7.369, 0.174], [0.245, -6.872, -0.297], [1.740, -5.672, 1.181], [1.415, -2.126, 1.963], [4.066, -2.524, 1.524], [3.110, -1.322, 0.713], [4.313, -2.471, -0.999], [2.767, -3.288, -1.175], [4.169, -4.049, -0.269], [1.233, -1.113, 0.214], [0.253, -1.217, -1.232], [-2.384, -2.337, 0.576], [-1.416, -2.310, 1.957], [-0.354, 0.949, 1.294], [-0.921, -0.105, 2.463], [-1.352, 0.189, -1.200], [-2.672, -0.400, -0.389], [-3.822, -4.106, -2.565], [-3.752, -3.222, -0.970], [-4.112, -2.372, -2.481], [-1.369, -4.065, -4.298], [-0.021, -2.981, -3.893], [-1.480, -2.277, -4.622], [-1.596, 4.603, 3.266], [-1.958, 3.238, 2.737], [-1.116, 2.436, 2.354], [-3.274, 2.902, 2.692], [-4.417, 3.700, 3.095], [-0.521, 4.723, 3.241], [-2.044, 5.379, 2.648], [-1.931, 4.709, 4.299], [-3.440, 1.976, 2.327], [-4.965, 3.169, 3.876], [-5.076, 3.835, 2.235], [-4.116, 4.673, 3.469], [-0.139, -1.529, 5.922], [-1.237, -0.789, 5.199], [-1.657, -1.151, 4.105], [-1.758, 0.307, 5.796], [-1.399, 0.891, 7.076], [0.173, -2.378, 5.320], [0.721, -0.876, 6.074], [-0.500, -1.899, 6.883], [-2.485, 0.751, 5.255], [-2.281, 0.904, 7.718], [-1.066, 1.917, 6.915], [-0.609, 0.332, 7.566], [0.181, -0.913, -7.019], [-1.160, -0.353, -6.612], [-1.524, -0.322, -5.442], [-1.966, 0.125, -7.590], [-1.713, 0.175, -9.020], [0.707, -1.253, -6.131], [0.049, -1.762, -7.691], [0.782, -0.144, -7.505], [-2.843, 0.483, -7.247], [-1.760, 1.213, -9.351], [-2.488, -0.394, -9.535], [-0.741, -0.237, -9.271], [6.668, 0.245, -1.344], [5.210, 0.610, -1.228], [4.450, 0.019, -0.470], [4.751, 1.626, -1.997], [5.490, 2.440, -2.947], [6.882, -0.580, -0.671], [6.901, -0.068, -2.362], [7.294, 1.093, -1.063], [3.769, 1.816, -1.868], [5.426, 3.485, -2.642], [5.035, 2.333, -3.933], [6.533, 2.147, -3.001], [1.866, 7.221, 2.515], [0.433, 7.644, 2.720], [-0.321, 7.041, 3.470], [-0.007, 8.733, 2.037], [0.731, 9.571, 1.110], [2.067, 6.343, 3.124], [2.041, 6.965, 1.469], [2.545, 8.018, 2.822], [-0.972, 8.959, 2.221], [0.733, 10.596, 1.483], [0.232, 9.551, 0.140], [1.755, 9.233, 0.991]],
  "lumo_energy_ev": -3.13,
  "total_charge": 1,
  "gap_ev": 6.8,
  "e_tot_ev": -139151.919
}